Entry 1:
Formula: C33H42BrF10N2O8PS2
Source: the Open Molecules 2025 dataset
Level of theory: ωB97M-V/def2-TZVPD

Atoms and positions in Å:
C -0.8391 -3.1073 3.3714
C -2.1725 -2.1236 3.3924
C -1.7534 -0.5405 3.3863
N -2.1384 0.2302 2.1478
C -1.8875 -0.5263 0.8655
C -0.2840 -0.6060 0.3945
C 0.2243 -1.3812 -0.9800
C -0.9771 -2.0659 -1.8914
C -2.5990 -1.9878 -1.4876
S -3.7652 -2.7903 -2.7155
O -4.2521 -1.6306 -3.6699
O -4.9605 -3.5491 -2.0964
C -2.9125 -4.0329 -3.8808
F -4.0404 -4.6091 -4.7052
F -2.0130 -3.3673 -4.8754
C -2.2341 -5.3043 -3.1016
F -1.9297 -5.0798 -1.6701
F -3.2578 -6.4153 -3.1331
C -0.9296 -5.9216 -3.9452
F 0.2269 -5.0090 -3.7919
F -0.6212 -7.2827 -3.3773
F -1.2584 -6.1612 -5.3913
C -3.0789 -1.2312 -0.0742
C -4.6531 -1.1774 0.3796
Br -5.8848 -0.3685 -1.0083
C -5.2250 -2.6339 0.9709
C -6.8211 -2.8352 0.6338
N 1.6944 -1.4327 -1.3320
C 2.3561 -0.0736 -1.3237
C 3.2619 0.3910 -2.6260
C 3.5262 -0.5726 -3.9648
C 3.9434 1.9029 -2.5913
C 3.7370 2.9269 -1.2854
P 4.5384 4.6691 -1.4002
C 3.0099 5.8546 -1.6321
O 5.3062 5.1484 0.0871
C 2.8763 2.4440 0.0363
C 2.6358 3.3581 1.3877
O 3.8384 3.5469 2.2136
C 4.1961 2.3382 2.9718
F 5.1923 2.7882 4.0148
F 4.9485 1.3166 2.1536
F 3.0833 1.7133 3.7230
C 2.1974 0.9512 -0.0108
S 1.1176 0.2280 1.3917
H 0.0240 -2.5051 3.9099
H -0.5786 -3.4496 2.2829
H -1.0817 -4.0198 4.1015
H -2.6898 -2.3263 4.4492
H -2.9605 -2.4387 2.5875
H -0.5896 -0.4313 3.6286
H -2.3037 -0.0231 4.2975
H -3.0830 0.6640 2.2005
H -0.6003 -2.6289 -2.8746
H -4.7353 -0.4402 1.3153
H -4.6263 -3.5176 0.4917
H -5.0887 -2.6831 2.1509
H -7.1949 -3.7719 1.2323
H -6.9727 -3.0587 -0.5058
H -7.3876 -1.8765 1.0197
H 1.8914 -1.9821 -2.1968
H 4.4867 -0.2145 -4.5674
H 3.7359 -1.6985 -3.6286
H 2.5497 -0.5988 -4.6219
H 4.5704 2.2059 -3.5443
H 3.1806 6.9137 -1.1609
H 2.6640 5.9017 -2.7736
H 2.0716 5.3895 -1.0588
H 4.5605 5.5488 0.6598
H 2.3335 4.4429 0.9912
H 1.6820 2.9950 2.0063
O -5.8246 0.9986 2.3902
C -6.0544 2.2041 2.3691
O -5.0437 3.0939 2.2630
C -5.2149 4.5054 2.0377
C -5.4327 5.2389 3.3456
C -7.4528 2.7180 2.5566
H -6.0099 4.6949 1.3098
H -4.2864 4.8602 1.5785
H -6.3444 4.9051 3.8482
H -5.5052 6.3173 3.1765
H -4.6036 5.0457 4.0344
H -7.6765 2.7707 3.6255
H -8.1466 2.0191 2.0760
H -7.6314 3.6872 2.0946
O 5.9506 -0.5614 -2.9692
C 6.8130 -0.3317 -2.1266
O 7.8230 -1.2050 -1.9221
C 8.9786 -0.9446 -1.1042
C 8.6961 -1.2675 0.3490
C 6.7117 0.8761 -1.2402
H 9.3401 0.0785 -1.2469
H 9.7718 -1.6048 -1.4701
H 7.8976 -0.6398 0.7537
H 9.5931 -1.1229 0.9585
H 8.3643 -2.3060 0.4519
H 6.0548 0.6490 -0.3963
H 6.2812 1.6986 -1.8224
H 7.6717 1.2351 -0.8736

Calculated values
**Relative energy (zero: lowest compared OMol25 entry of this formula, charge and spin)**: 634.5 kcal per mole
**Net charge**: 0
**SMILES string**: CCCNc1c2c(cc(S(=O)(=O)C(F)(F)C(F)(F)C(F)(F)F)c1[C@@H](Br)CC)Nc1c(C)cc(P(C)O)c(COC(F)(F)F)c1S2.CCOC(C)=O.CCOC(C)=O
**LUMO**: -0.0399 hartree
**Orbital gap**: 6.91 eV

Table of Löwdin atomic charges, one value per atom, all in e: -0.13 -0.23 -0.23 -0.05 -0.09 -0.28 -0.13 0.03 -0.16 0.83 -0.39 -0.35 -0.24 0.01 0.00 -0.11 0.04 0.02 -0.13 0.04 0.03 0.05 -0.05 -0.59 0.68 -0.26 -0.19 0.00 -0.10 -0.10 -0.12 -0.03 -0.29 0.85 -0.32 -0.39 -0.11 -0.16 -0.06 -0.23 0.02 0.02 0.03 -0.30 0.83 0.08 0.08 0.08 0.11 0.08 0.10 0.13 0.10 0.09 0.07 0.10 0.11 0.08 0.06 0.07 0.11 0.09 0.09 0.09 0.11 0.05 0.07 0.04 0.06 0.13 0.13 0.05 -0.49 -0.01 -0.22 -0.07 0.01 0.12 0.13 0.07 0.08 0.09 0.10 0.10 0.07 0.03 -0.46 0.00 -0.23 -0.07 0.01 0.11 0.12 0.07 0.08 0.09 0.10 0.06 0.08

=====

Entry 2:
Formula: C33H42F3N2O6PSSi
Source: the Open Molecules 2025 dataset
Level of theory: ωB97M-V/def2-TZVPD

Atoms and positions in Å:
C -2.8188 -0.5755 -2.2855
Si -3.2818 -2.3821 -2.6227
C -2.2529 -2.8903 -4.1343
C -5.0970 -2.4611 -3.1471
O -2.9590 -3.3950 -1.3223
C -3.5165 -2.9741 -0.0762
C -2.5979 -3.2075 1.1346
C -1.1849 -2.5815 1.0671
N -0.3617 -3.0340 -0.0637
C -1.1725 -1.0309 1.2082
O -2.4821 -0.4350 1.1694
N -2.9356 -0.0872 2.4397
O -3.8635 0.6213 2.3410
O -0.4084 -0.4241 0.2068
C 0.5021 0.5402 0.6831
C -0.2158 1.8945 0.9057
C 0.5920 2.9383 1.6618
C 1.8339 3.4234 1.3034
C 2.4933 4.3764 2.0416
C 1.9282 4.9125 3.1770
C 0.6747 4.4516 3.5233
C 0.0250 3.4845 2.8037
P 1.8124 0.6870 -0.6767
O 1.4901 1.9825 -1.5873
O 3.2990 0.7309 -0.0588
S 1.7124 -0.8769 -1.8256
H -3.5164 -0.1793 -1.5329
H -1.7998 -0.4785 -1.8938
H -2.9352 0.0092 -3.2045
H -1.6493 -3.7774 -3.9113
H -2.8967 -2.9944 -5.0122
H -1.5445 -2.0796 -4.3567
H -5.2307 -1.9939 -4.1293
H -5.4073 -3.5140 -3.2036
H -5.7699 -1.9736 -2.4284
H -3.8962 -1.9427 -0.1043
H -4.4150 -3.5943 0.0915
H -2.5752 -4.2804 1.3592
H -3.1087 -2.7382 1.9919
H -0.6478 -2.9559 1.9544
H -0.6462 -2.5749 -0.9205
H -0.5585 -4.0257 -0.1472
H -0.7514 -0.7785 2.1928
H 1.0540 0.1914 1.5685
H -1.0886 1.6787 1.5322
H -0.5915 2.2548 -0.0594
H 2.3376 3.0741 0.4081
H 3.4775 4.7205 1.7319
H 2.4451 5.6650 3.7637
H 0.1861 4.8790 4.3973
H -0.9643 3.1637 3.1262
H 2.3145 2.4053 -1.8743
H 3.7073 -0.1222 -0.2780
F 1.1232 7.0653 5.8727
C 2.0599 8.0042 6.1119
C 3.3593 7.6086 6.3603
C 4.3238 8.5767 6.6014
C 3.9756 9.9208 6.6009
C 2.6627 10.2990 6.3536
C 1.6964 9.3358 6.1018
H 3.6086 6.5551 6.3643
H 5.3474 8.2816 6.7905
H 4.7289 10.6736 6.7933
H 2.3901 11.3461 6.3569
H 0.6697 9.6108 5.8987
F -2.5639 -4.3449 -7.2774
C -1.8186 -3.5151 -8.0290
C -0.5233 -3.8728 -8.3484
C 0.2417 -3.0169 -9.1272
C -0.2910 -1.8129 -9.5676
C -1.5926 -1.4661 -9.2333
C -2.3654 -2.3233 -8.4632
H -0.1228 -4.8117 -7.9890
H 1.2553 -3.2896 -9.3900
H 0.3095 -1.1449 -10.1715
H -2.0078 -0.5260 -9.5723
H -3.3849 -2.0736 -8.1992
F 4.5568 -6.4804 4.0177
C 3.5347 -6.0236 3.2683
C 2.3770 -6.7713 3.1820
C 1.3239 -6.2957 2.4129
C 1.4464 -5.0890 1.7357
C 2.6187 -4.3537 1.8299
C 3.6711 -4.8192 2.6058
H 2.3053 -7.7126 3.7114
H 0.4076 -6.8675 2.3418
H 0.6304 -4.7199 1.1335
H 2.7114 -3.4159 1.2963
H 4.5910 -4.2567 2.6991

Calculated values
**Net charge**: 0
**SMILES string**: C[Si](C)(C)OCC[C@@H](N)[C@H](ON=O)O[C@H](Cc1ccccc1)P(O)(O)=S.Fc1ccccc1.Fc1ccccc1.Fc1ccccc1
**LUMO**: -0.0037 hartree
**Orbital gap**: 8.38 eV

Table of Löwdin atomic charges, one value per atom, all in e: -0.15 0.44 -0.15 -0.17 -0.22 -0.25 -0.11 -0.28 0.06 -0.29 -0.07 -0.02 0.07 -0.16 -0.35 -0.10 -0.21 -0.05 -0.08 -0.08 -0.08 -0.04 0.28 -0.20 -0.22 0.32 0.03 0.02 0.04 0.03 0.01 0.03 0.03 0.03 0.03 0.10 0.12 0.12 0.11 0.13 0.04 0.07 0.15 0.15 0.10 0.13 0.08 0.11 0.10 0.10 0.12 0.09 0.05 0.05 -0.29 -0.02 -0.08 -0.10 -0.08 -0.02 0.12 0.11 0.10 0.11 0.12 0.05 -0.29 -0.02 -0.08 -0.10 -0.09 -0.02 0.12 0.10 0.10 0.10 0.12 0.06 -0.29 -0.02 -0.08 -0.09 -0.07 -0.02 0.12 0.10 0.06 0.10 0.12

=====

Entry 3:
Formula: C33H42MnN4O14SSiTe
Source: the Open Molecules 2025 dataset
Level of theory: ωB97M-V/def2-TZVPD

Atoms and positions in Å:
Mn 0.1221 -0.0167 -0.0438
O -3.9190 -1.4913 0.2358
C -2.6548 -1.3367 0.6143
O -2.1921 -0.3913 1.2430
C -1.7467 -2.4179 0.1081
C -2.1628 -3.7158 -0.1810
C -1.2266 -4.6263 -0.6469
C 0.0821 -4.2051 -0.8425
C 0.4051 -2.8792 -0.5695
N -0.4901 -1.9992 -0.0851
C 1.7829 -2.3004 -0.6910
O 2.7333 -2.9785 -1.3280
O 2.0258 -1.2618 -0.0943
H -4.2652 -0.5754 -0.0291
H -3.1977 -3.9847 -0.0380
H -1.5121 -5.6466 -0.8614
H 0.8397 -4.8858 -1.2028
H 2.3745 -3.3960 -2.1273
C 0.2212 -1.7044 3.0087
C 1.1154 -0.4979 3.2448
C 0.6802 0.2404 4.5019
C 2.5694 -0.9357 3.3404
O 0.9400 0.3630 2.0989
Si 1.6379 1.8533 1.7860
S 1.0314 2.1272 -0.1739
O 3.2238 1.8952 2.1011
C 4.4349 1.8645 1.3342
C 5.5622 1.7002 2.3486
C 4.3960 0.6921 0.3661
C 4.5699 3.1820 0.5846
O 0.8935 2.8388 2.8727
C 1.2366 4.1206 3.4069
C 0.0247 4.5619 4.2172
C 1.4980 5.0914 2.2635
C 2.4529 3.9983 4.3165
H 0.2197 -2.3378 3.8944
H 0.5884 -2.2933 2.1682
H -0.7971 -1.3847 2.7998
H 0.7424 -0.4305 5.3576
H -0.3475 0.5870 4.4008
H 1.3121 1.1023 4.6909
H 2.6697 -1.7014 4.1064
H 3.2158 -0.1025 3.5953
H 2.8959 -1.3490 2.3872
H 5.4532 0.7613 2.8854
H 5.5493 2.5152 3.0688
H 6.5264 1.6991 1.8451
H 4.2646 -0.2442 0.9018
H 5.3311 0.6444 -0.1868
H 3.5752 0.7982 -0.3439
H 4.6015 4.0151 1.2838
H 3.7315 3.3176 -0.0974
H 5.4903 3.1893 0.0043
H -0.8569 4.6329 3.5796
H 0.1987 5.5384 4.6639
H -0.1747 3.8464 5.0118
H 0.6299 5.1479 1.6057
H 2.3484 4.7675 1.6715
H 1.7079 6.0874 2.6498
H 2.2415 3.3223 5.1430
H 2.7042 4.9739 4.7297
H 3.3082 3.6160 3.7681
O -5.3834 -0.1848 -5.3086
N -4.3179 -0.6484 -5.6512
O -4.1019 -1.1562 -6.7295
C -3.2243 -0.5905 -4.7003
C -2.0267 -1.1934 -5.0095
C -1.0072 -1.1566 -4.0704
C -1.0627 -0.4378 -2.8348
O -0.0533 -0.2916 -2.0750
C -2.3803 0.1367 -2.5789
C -3.4180 0.0487 -3.4833
N -2.6565 0.7861 -1.3737
O -1.7015 1.3194 -0.7067
O -3.8487 1.0185 -1.0240
N 0.1518 -1.9418 -4.4033
O 0.4032 -2.1458 -5.5725
O 0.7526 -2.4733 -3.4761
H -1.8923 -1.7170 -5.9446
H -4.3741 0.4863 -3.2360
C -3.0626 2.1895 2.6546
Te -1.8670 2.9683 1.0758
C -3.7246 3.4745 0.1783
C -4.7547 3.4038 1.2692
C -6.0279 3.9297 1.0868
C -6.9761 3.8307 2.0879
C -6.6592 3.2014 3.2834
C -5.3946 2.6737 3.4709
C -4.4374 2.7724 2.4687
H -2.6002 2.4692 3.6003
H -3.0498 1.1020 2.5620
H -3.9092 2.7421 -0.6120
H -3.6375 4.4676 -0.2606
H -6.2731 4.4176 0.1552
H -7.9611 4.2479 1.9387
H -7.3960 3.1260 4.0689
H -5.1437 2.1842 4.4023

Calculated values
**Relative energy (zero: lowest compared OMol25 entry of this formula, charge and spin)**: 0.0 kcal per mole
**2S+1**: 6
**Net charge**: 0
**LUMO (alpha / beta)**: -0.0382 / -0.0477 hartree
**Orbital gap (alpha / beta)**: 5.77 / 6.27 eV

Table of Löwdin atomic charges, one value per atom, all in e: 0.57 0.13 -0.43 0.04 -0.13 0.04 -0.01 0.03 -0.16 0.10 -0.41 0.16 0.07 0.14 0.13 0.12 0.13 0.11 -0.02 -0.60 -0.01 -0.01 -0.22 -0.14 0.46 -0.15 -0.63 -0.02 -0.03 -0.03 -0.20 -0.64 -0.03 -0.02 -0.02 0.10 0.08 0.07 0.09 0.09 0.07 0.09 0.08 0.08 0.08 0.08 0.09 0.07 0.09 0.05 0.08 0.06 0.09 0.05 0.09 0.09 0.07 0.07 0.09 0.09 0.09 0.07 0.08 -0.37 0.07 -0.15 0.08 -0.06 -0.23 -0.09 -0.06 0.08 -0.33 -0.38 -0.10 -0.33 0.10 0.06 0.13 0.13 -0.34 1.74 -0.35 -0.27 -0.03 -0.08 -0.08 -0.04 -0.27 0.06 0.05 0.04 0.07 0.12 0.10 0.10 0.11

=====

Entry 4:
Formula: C33H42N5
Source: the Open Molecules 2025 dataset
Level of theory: ωB97M-V/def2-TZVPD

Atoms and positions in Å:
C -6.5717 0.7442 0.9990
C -6.6786 -0.5763 1.7614
N -5.4279 -1.3572 1.6908
C -5.5515 -2.8252 1.8524
C -4.3332 -3.5662 1.2994
C -3.0400 -2.9875 1.8884
C -3.0014 -1.4871 1.8194
C -4.1813 -0.7268 1.6677
C -4.0781 0.6757 1.4965
C -2.8403 1.2718 1.4192
C -1.6493 0.5269 1.5494
C -0.3921 1.1600 1.3981
C 0.8693 0.5319 1.2674
C 2.0548 1.2810 1.4170
C 3.2924 0.6820 1.4002
C 3.3993 -0.7240 1.2633
N 4.6452 -1.3549 1.2957
C 5.8956 -0.5722 1.2413
C 5.7688 0.7528 1.9928
C 4.5163 1.5350 1.5679
C 4.7705 -2.8254 1.1583
C 3.5433 -3.5550 1.7066
C 2.2577 -2.9911 1.0861
C 2.2251 -1.4881 1.0899
C 1.0125 -0.8486 1.0077
C -1.7857 -0.8489 1.8405
C -5.3086 1.5285 1.3851
H -6.5460 0.5332 -0.0768
H -7.4753 1.3521 1.1582
H -6.8968 -0.3931 2.8184
H -7.5040 -1.1844 1.3744
H -5.6683 -3.0433 2.9195
H -6.4675 -3.1669 1.3592
H -4.4017 -4.6464 1.4963
H -4.3123 -3.4704 0.2056
H -2.9182 -3.3035 2.9301
H -2.1672 -3.3884 1.3552
H -2.7749 2.3319 1.2381
H -0.3948 2.2352 1.3975
H 1.9854 2.3433 1.5812
H 6.7168 -1.1755 1.6457
H 6.1299 -0.3948 0.1865
H 5.7141 0.5463 3.0686
H 6.6778 1.3584 1.8554
H 4.7096 2.0678 0.6294
H 4.2974 2.3151 2.3081
H 4.9004 -3.0593 0.0958
H 5.6804 -3.1610 1.6677
H 3.6178 -4.6391 1.5346
H 3.5069 -3.4374 2.7979
H 2.1357 -3.3534 0.0600
H 1.3819 -3.3644 1.6344
H 0.1587 -1.4171 0.6905
H -0.9250 -1.4119 2.1492
H -5.1186 2.3197 0.6484
H -5.4673 2.0468 2.3389
C 4.3633 2.9235 -2.4775
C 3.0106 3.0137 -2.2666
N 2.4389 3.1246 -3.5067
C 1.0085 3.1722 -3.8288
C 0.4386 1.7701 -3.9730
C -1.0210 1.7526 -4.4693
C -1.6876 0.5726 -3.7363
C -0.8241 0.3160 -2.4870
N 0.4325 1.0829 -2.6513
C 3.4832 3.0655 -4.4103
N 4.6376 2.9562 -3.7956
H 5.1209 2.8474 -1.7115
H 2.4960 3.0062 -1.3213
H 0.4879 3.6997 -3.0273
H 0.8635 3.7492 -4.7448
H 1.0648 1.1957 -4.6742
H -1.5047 2.7027 -4.2155
H -1.0700 1.6500 -5.5612
H -2.7295 0.7932 -3.4711
H -1.7079 -0.3155 -4.3818
H -1.3163 0.6697 -1.5727
H -0.6208 -0.7524 -2.3484
H 1.2766 0.5200 -2.5117
H 3.3724 3.0892 -5.4854

Calculated values
**Relative energy (zero: lowest compared OMol25 entry of this formula, charge and spin)**: 0.0 kcal per mole
**Net charge**: +1
**LUMO**: -0.1553 hartree
**Orbital gap**: 5.76 eV

Table of Löwdin atomic charges, one value per atom, all in e: -0.16 -0.14 -0.04 -0.13 -0.16 -0.13 -0.13 -0.07 -0.13 0.03 -0.20 0.09 -0.20 0.03 -0.13 -0.06 -0.04 -0.13 -0.15 -0.13 -0.13 -0.16 -0.13 -0.13 0.02 0.02 -0.14 0.12 0.12 0.13 0.12 0.13 0.12 0.12 0.12 0.13 0.12 0.13 0.13 0.13 0.12 0.13 0.12 0.12 0.11 0.13 0.13 0.12 0.12 0.12 0.13 0.12 0.11 0.11 0.12 0.13 -0.18 -0.10 -0.08 -0.11 -0.33 -0.14 -0.16 -0.21 -0.02 -0.16 0.05 0.08 0.10 0.13 0.13 0.15 0.11 0.12 0.11 0.11 0.09 0.11 0.11 0.13